Entry 1:
The following is a DFT calculation (ωB97M-V/def2-TZVPD) of C6H13N in the gas phase at a distorted geometry.

Computed properties:
Largest force on an atom = 0.094 Eh/bohr
Spin multiplicity = 1
Gap between HOMO and LUMO = 5.10 eV
Net charge = 0
Relative energy (zero: lowest compared OMol25 entry of this formula, charge and spin) = 665.2 kJ/mol
E = -290.90539 a.u.

Geometry (Å):
C1 1.06 -0.50 2.05
C2 -0.10 0.38 1.64
N1 0.03 -1.99 -0.35
C3 0.21 -0.64 -0.78
C4 -0.22 0.59 0.07
C5 -0.27 1.88 -0.61
C6 -0.43 -0.47 -2.17
H1 0.96 -1.52 1.71
H2 1.03 -0.57 3.15
H3 1.99 -0.15 1.61
H4 -1.02 -0.13 1.90
H5 -0.07 1.44 1.89
H6 -0.97 -2.05 -0.13
H7 1.31 -0.61 -0.91
H8 -1.31 0.71 -0.04
H9 -1.12 2.51 -0.71
H10 0.66 2.43 -0.80
H11 0.19 0.22 -2.81
H12 -0.46 -1.39 -2.73
H13 -1.46 -0.12 -1.97

=====

Entry 2:
The following is a DFT calculation (ωB97M-V/def2-TZVPD) of a molecular structure, C7H13N4 at a distorted geometry.

Computed properties:
<S²> = 2.03
Largest force on an atom = 0.142 Eh/bohr
Spin multiplicity = 3
Gap between HOMO and LUMO (spin up / spin down) = 6.15 / 5.92 eV
Net charge = +1
Relative energy (zero: lowest compared OMol25 entry of this formula, charge and spin) = 390.8 kJ/mol
E = -492.96718 a.u.

Geometry (Å):
C1 0.91 -0.29 0.39
C2 0.65 1.65 0.10
C3 -0.48 -0.68 0.25
C4 1.35 2.57 0.71
C5 2.60 -1.96 0.83
C6 -2.05 -2.49 0.39
C7 -0.72 1.90 -1.95
N1 2.05 -0.62 0.65
N2 -0.82 -1.83 0.41
N3 -1.34 0.36 -0.23
N4 -0.74 1.71 -0.47
H1 1.05 3.62 0.86
H2 2.19 2.18 1.23
H3 2.64 -2.59 -0.16
H4 2.05 -2.61 1.54
H5 3.63 -1.73 1.34
H6 -1.96 -3.44 0.86
H7 -2.36 -2.85 -0.61
H8 -2.99 -1.97 0.85
H9 -0.35 2.95 -2.04
H10 -0.09 1.11 -2.30
H11 -1.66 2.01 -2.44
H12 -2.38 0.37 -0.17
H13 -1.17 2.62 -0.04

=====

Entry 3:
The following is a DFT calculation (ωB97M-V/def2-TZVPD) of a molecular structure, C18H29N7O5SV.

Computed properties:
<S²> = 2.02
Largest force on an atom = 0.009 Eh/bohr
Spin multiplicity = 3
Gap between HOMO and LUMO (spin up / spin down) = 8.04 / 8.10 eV
Net charge = +1
Relative energy (zero: lowest compared OMol25 entry of this formula, charge and spin) = 40.3 kJ/mol
E = -2804.93500 a.u.

Geometry (Å):
V1 0.10 1.04 0.29
C1 -2.99 -2.56 2.44
N1 -1.73 -1.98 2.87
C2 -1.65 -1.59 4.27
C3 -0.77 -1.58 2.02
O1 0.26 -1.00 2.35
C4 -0.98 -1.86 0.53
O2 -0.01 -1.09 -0.19
C5 1.27 -1.71 -0.28
C6 2.31 -0.77 0.27
O3 1.99 0.40 0.59
N2 3.55 -1.20 0.41
C7 4.02 -2.51 -0.02
C8 4.57 -0.32 0.97
H1 -3.33 -3.26 3.20
H2 -2.88 -3.12 1.51
H3 -3.75 -1.79 2.31
H4 -1.80 -2.47 4.90
H5 -2.42 -0.85 4.49
H6 -0.67 -1.16 4.47
H7 -1.95 -1.54 0.17
H8 -0.85 -2.92 0.30
H9 1.47 -1.91 -1.33
H10 1.27 -2.63 0.31
H11 3.26 -3.05 -0.56
H12 4.33 -3.10 0.84
H13 4.88 -2.39 -0.68
H14 4.10 0.51 1.49
H15 5.22 0.07 0.19
H16 5.17 -0.89 1.68
N3 -1.02 2.53 4.21
C9 -0.99 2.15 2.91
S1 0.37 2.70 1.95
N4 -1.96 1.41 2.47
N5 -1.79 1.07 1.14
C10 -2.87 0.86 0.47
C11 -2.89 0.64 -0.95
C12 -4.04 0.09 -1.55
C13 -4.13 -0.08 -2.91
C14 -3.07 0.34 -3.71
C15 -1.94 0.90 -3.16
C16 -1.81 1.05 -1.77
O4 -0.72 1.62 -1.27
H17 -0.37 3.22 4.53
H18 -1.87 2.38 4.73
H19 -3.81 0.89 1.00
H20 -4.87 -0.19 -0.91
H21 -5.02 -0.51 -3.34
H22 -3.13 0.23 -4.79
H23 -1.13 1.26 -3.77
C17 2.81 3.52 -3.02
N6 2.52 2.27 -2.34
C18 1.92 1.19 -2.90
N7 1.72 1.25 -4.24
O5 1.60 0.20 -2.24
H24 3.29 4.19 -2.31
H25 1.91 4.00 -3.39
H26 3.50 3.36 -3.85
H27 2.62 2.21 -1.34
H28 1.90 2.07 -4.79
H29 1.25 0.47 -4.67

=====

Entry 4:
The following is a DFT calculation (ωB97M-V/def2-TZVPD) of C5H10O in the gas phase at a distorted geometry.

Computed properties:
Largest force on an atom = 0.034 Eh/bohr
Spin multiplicity = 1
Gap between HOMO and LUMO = 10.20 eV
Net charge = 0
Relative energy (zero: lowest compared OMol25 entry of this formula, charge and spin) = 126.2 kJ/mol
SMILES = CC/C=C/CO
E = -271.70454 a.u.

Geometry (Å):
C1 -0.19 -1.45 -2.61
C2 0.02 -0.06 -1.99
C3 -0.26 0.36 1.86
O1 0.64 1.09 2.67
C4 0.31 0.10 0.50
C5 -0.46 0.02 -0.57
H1 -0.08 -2.25 -1.88
H2 0.47 -1.65 -3.45
H3 -1.22 -1.57 -2.95
H4 -0.36 0.67 -2.71
H5 1.09 0.18 -2.00
H6 -0.44 -0.61 2.34
H7 -1.20 0.88 1.76
H8 0.14 1.55 3.34
H9 1.33 -0.22 0.49
H10 -1.53 0.11 -0.42

=====

Entry 5:
The following is a DFT calculation (ωB97M-V/def2-TZVPD) of 2 unconnected molecules or ions with the total composition C3H9NO2S2 at a distorted geometry.

Computed properties:
Largest force on an atom = 0.035 Eh/bohr
Spin multiplicity = 1
Gap between HOMO and LUMO = 9.68 eV
Net charge = 0
Relative energy (zero: lowest compared OMol25 entry of this formula, charge and spin) = 169.8 kJ/mol
SMILES = N[C@H](C=O)CSS.O
E = -1121.28079 a.u.

Geometry (Å):
N1 1.34 -0.62 -0.12
C1 0.38 -0.08 0.91
C2 0.34 -1.19 1.95
O1 1.31 -1.84 2.18
C3 -1.05 0.27 0.44
S1 -1.16 1.92 -0.36
S2 -0.07 1.88 -2.04
H1 1.21 -0.09 -0.97
H2 1.00 -1.56 -0.33
H3 0.87 0.88 1.11
H4 -0.62 -1.48 2.44
H5 -1.69 0.48 1.30
H6 -1.57 -0.44 -0.22
H7 -0.85 1.42 -3.00
H8 -0.16 -3.98 0.74
H9 1.22 -3.74 0.24
O2 0.32 -3.46 0.07

=====

Entry 6:
The following is a DFT calculation (ωB97M-V/def2-TZVPD) of C3H4N2O in the gas phase.

Computed properties:
Largest force on an atom = 0.007 Eh/bohr
Spin multiplicity = 1
Gap between HOMO and LUMO = 9.95 eV
Net charge = 0
Relative energy (zero: lowest compared OMol25 entry of this formula, charge and spin) = 90.4 kJ/mol
SMILES = Oc1cc[nH]n1
E = -301.45280 a.u.

Geometry (Å):
O1 2.25 -0.08 0.00
C1 0.90 -0.05 0.03
N1 0.24 -1.19 -0.06
N2 -1.05 -0.82 -0.08
C2 -1.21 0.52 0.02
C3 0.05 1.07 0.10
H1 2.47 -1.01 -0.15
H2 -1.75 -1.54 -0.04
H3 -2.19 0.97 -0.03
H4 0.29 2.12 0.20